1.
Here is a cluster of 16 separate species, C19H39BrCl31P in total in a non-equilibrium geometry from the Open Molecules 2025 dataset. Energies are from ωB97M-V with the def2-TZVPD basis set.

```
91
C19H39BrCl31P, DFT ωB97M-V with the def2-TZVPD basis set
C 0.2294 3.3930 0.2233
C -1.1971 4.1648 0.5119
C -2.4336 3.5158 -0.4075
C -2.8836 4.6302 -1.5178
P -3.8210 2.8854 0.7389
Cl -5.6744 3.8745 0.4357
Br -4.1231 0.6926 0.1030
H 0.6688 3.7781 -0.8041
H -0.0075 2.2520 0.0951
H 1.0144 3.5015 1.0892
H -1.0523 5.3212 0.2982
H -1.4440 4.0191 1.6697
H -1.9307 2.5857 -0.9605
H -2.4819 5.7129 -1.3226
H -2.3953 4.2866 -2.5514
H -4.0325 4.7085 -1.7201
C -7.0814 5.9597 3.0165
Cl -6.6508 6.6943 4.5656
Cl -7.4173 7.1956 1.7979
H -6.2500 5.3389 2.6737
H -7.9723 5.3416 3.1512
C 0.5906 -0.8407 0.0416
Cl 0.3905 0.1840 -1.3848
Cl -0.0571 -0.0539 1.4861
H 0.0595 -1.7821 -0.1192
H 1.6548 -1.0385 0.1912
C -0.4906 4.5875 -4.7248
Cl -0.5473 3.0532 -3.8488
Cl 1.1583 5.2216 -4.7909
H -0.8519 4.4290 -5.7438
H -1.1302 5.3121 -4.2151
C 1.3854 6.7456 0.6132
Cl 0.2907 7.2619 -0.6752
Cl 3.0492 6.6321 0.0268
H 1.3441 7.4727 1.4279
H 1.0689 5.7652 0.9774
C 6.1355 8.4223 1.3325
Cl 6.0646 10.0308 2.0623
Cl 7.4473 8.3166 0.1521
H 6.3037 7.6820 2.1185
H 5.1872 8.2176 0.8297
C -4.9587 0.2892 4.2439
Cl -5.1490 1.8035 3.3520
Cl -3.6055 -0.6561 3.6111
H -4.7722 0.5170 5.2962
H -5.8764 -0.2966 4.1503
C 2.7285 -4.2767 0.5293
Cl 1.2314 -4.1750 -0.4051
Cl 2.8673 -2.9229 1.6578
H 2.7327 -5.2122 1.0939
H 3.5784 -4.2561 -0.1571
C -5.4894 1.4573 -3.2985
Cl -3.9330 2.1100 -3.8243
Cl -6.8151 2.1193 -4.2627
H -5.4759 0.3705 -3.4111
H -5.6483 1.7176 -2.2492
C -0.3051 -5.9409 -3.4561
Cl -1.6448 -5.0367 -2.7405
Cl 0.1281 -7.3335 -2.4570
H -0.6023 -6.2927 -4.4471
H 0.5624 -5.2822 -3.5434
C 5.6906 -6.6232 2.3255
Cl 5.4905 -5.5984 0.8991
Cl 5.0429 -5.8364 3.7700
H 5.1595 -7.5645 2.1647
H 6.7548 -6.8209 2.4751
C -0.1587 -4.4127 3.6219
Cl -0.3490 -2.8984 2.7301
Cl 1.1945 -5.3580 2.9891
H 0.0278 -4.1849 4.6743
H -1.0764 -4.9985 3.5283
C 2.0645 -2.9400 7.1278
Cl 3.1837 -3.5386 5.8974
Cl 0.4497 -3.6246 6.9060
H 2.4377 -3.2216 8.1155
H 2.0027 -1.8516 7.0534
C 5.6206 -10.2355 0.0718
Cl 6.0512 -9.5009 1.6209
Cl 5.2847 -8.9997 -1.1468
H 6.4520 -10.8564 -0.2709
H 4.7297 -10.8536 0.2066
C -3.9355 -8.0495 -3.8033
Cl -2.8163 -8.6481 -5.0337
Cl -5.5503 -8.7341 -4.0251
H -3.5623 -8.3311 -2.8156
H -3.9973 -6.9611 -3.8777
C 4.3316 3.2973 -6.2328
Cl 5.8159 4.2536 -6.3152
Cl 4.1419 2.2916 -7.6743
H 4.3723 2.6522 -5.3518
H 3.4765 3.9733 -6.1558
```

HOMO level ... -8.9 eV
Charge ... 0
Orbital gap ... 8.8 eV

2.
Here is a cluster of 8 separate species, C19H39Cl2N7O4 in total in a non-equilibrium geometry from the Open Molecules 2025 dataset. Energies are from ωB97M-V with the def2-TZVPD basis set.

```
71
C19H39Cl2N7O4, DFT ωB97M-V with the def2-TZVPD basis set
C -0.8739 -4.0806 4.0453
O -1.4703 -4.3139 3.0501
N 0.4789 -3.9782 4.1522
C 1.3601 -4.2482 3.0231
C 1.0543 -3.5453 5.4076
H -1.3303 -3.9392 5.0228
H 1.3702 -3.4164 2.3114
H 1.0275 -5.1979 2.6059
H 2.3686 -4.3212 3.4335
H 1.8130 -4.2650 5.7244
H 1.5028 -2.5614 5.3444
H 0.2129 -3.5153 6.1007
C -0.2636 -4.6964 -1.7310
O 0.4106 -4.1397 -2.5395
N -1.4805 -4.2866 -1.3460
C -2.2635 -5.0390 -0.3413
C -2.1215 -3.1534 -1.9603
H 0.1011 -5.5722 -1.1354
H -2.5825 -4.3921 0.4958
H -1.6258 -5.8614 0.0387
H -3.1202 -5.4615 -0.8236
H -1.3859 -2.7286 -2.6786
H -2.9797 -3.4879 -2.4852
H -2.3379 -2.3877 -1.2057
C -1.0940 5.1387 0.1683
O -0.9876 6.2840 0.4808
N -1.9911 4.6106 -0.6670
C -2.0491 3.2301 -1.0258
C -2.9074 5.4956 -1.4162
H -0.4145 4.4021 0.6093
H -3.0993 2.9173 -0.8797
H -1.3861 2.5986 -0.4413
H -1.7708 3.0053 -2.0558
H -2.7867 6.5367 -1.0762
H -2.6392 5.4680 -2.4867
H -3.9460 5.2656 -1.2430
C 0.5101 -0.4290 -2.1288
O -0.2485 0.4806 -2.3912
N 0.9393 -0.7441 -0.8859
C 1.8347 -1.8779 -0.7059
C 0.5549 0.0412 0.2862
H 0.8803 -1.1066 -2.9333
H 1.4462 -2.5711 0.0545
H 2.7550 -1.3851 -0.3295
H 2.0575 -2.4143 -1.6293
H -0.0138 -0.5494 1.0396
H 1.4205 0.6161 0.6783
H -0.1558 0.7489 -0.1441
C -2.0044 1.9257 2.6573
Cl -0.4697 2.5859 3.2633
Cl -3.1001 3.2862 2.4734
H -1.7683 1.4758 1.6907
H -2.4485 1.2864 3.4062
C 1.3413 3.3251 -1.5060
C 2.3923 4.3430 -1.3410
N 3.2764 5.0578 -1.2298
H 1.1503 2.9449 -0.4899
H 1.7381 2.5586 -2.1775
H 0.3839 3.7408 -1.7875
C 4.9232 0.2870 2.0271
C 4.4348 1.0834 0.8783
N 3.9648 1.5143 -0.0777
H 4.6524 -0.7327 1.7986
H 4.3118 0.5867 2.8797
H 5.9827 0.3767 2.1501
C -0.2858 2.4596 -5.0342
C -1.1538 3.6171 -4.9928
N -1.9675 4.4497 -4.9447
H -0.3483 1.9740 -6.0021
H -0.4921 1.8594 -4.1786
H 0.7135 2.8217 -4.8495
```

HOMO level ... -9.0 eV
Charge ... 0
Orbital gap ... 8.8 eV
Structure (SMILES) ... CN(C)C=O.CN(C)C=O.CN(C)C=O.CN(C)C=O.ClCCl.CC#N.CC#N.CC#N

3.
Here is a cluster of 3 separate species, C19H40BBrN3O7S2 in total in a non-equilibrium geometry from the Open Molecules 2025 dataset. Energies are from ωB97M-V with the def2-TZVPD basis set.

```
73
C19H40BBrN3O7S2, DFT ωB97M-V with the def2-TZVPD basis set
C -4.7945 0.1747 1.1479
O -4.5781 -0.3816 2.4275
C -3.2067 -0.6802 2.6375
C -2.6916 -0.0657 3.9389
C -1.1853 0.2076 3.9746
C -0.5246 0.9509 2.8061
Br -1.6530 2.4344 2.1909
C 0.7893 1.5730 3.2942
N 1.4751 1.9491 2.0378
B 2.4738 3.1042 1.8909
O 3.1617 3.4044 3.0272
N 2.6754 3.6097 0.5949
C 1.5338 4.0469 -0.2293
C 3.8134 4.5338 0.4545
C 1.0579 1.1981 1.0917
C 0.0116 0.2076 1.5232
O -0.9383 0.0130 0.5091
C 0.6642 -1.1627 1.8532
N -0.3900 -2.1163 2.1406
H -5.8326 0.4940 1.0774
H -4.1419 1.0388 0.9825
H -4.5890 -0.5689 0.3665
H -3.0872 -1.7693 2.6763
H -2.6177 -0.3268 1.7897
H -3.2559 0.8424 4.1578
H -2.8996 -0.7606 4.7553
H -0.6537 -0.7396 4.0905
H -0.9728 0.8117 4.8621
H 1.4004 0.8125 3.7871
H 0.6750 2.4210 3.9623
H 2.9617 4.2065 3.5254
H 0.6574 3.4193 -0.0849
H 1.2588 5.0734 0.0287
H 1.8021 4.0242 -1.2861
H 4.7416 4.0121 0.6824
H 3.8601 4.8915 -0.5724
H 3.7311 5.3988 1.1180
H 1.4075 1.2937 0.0722
H -0.5073 0.0600 -0.3599
H 1.3252 -1.0828 2.7200
H 1.2970 -1.4168 0.9986
H -0.9628 -2.2537 1.3161
H 0.0011 -3.0116 2.4060
C 3.7921 -1.4679 -3.6056
C 4.7111 -0.2750 -3.3096
C 3.9977 0.5983 -2.2708
S 2.9708 -0.5275 -1.3169
O 1.5730 -0.1702 -1.5083
O 3.4272 -0.6130 0.0530
C 3.3419 -2.0012 -2.2488
H 4.3026 -2.2420 -4.1749
H 2.9234 -1.1464 -4.1832
H 5.6607 -0.6288 -2.9054
H 4.9282 0.2984 -4.2086
H 4.6653 1.0992 -1.5732
H 3.3217 1.3195 -2.7279
H 2.4481 -2.6213 -2.2714
H 4.1450 -2.5113 -1.7159
C -4.2797 -2.4502 -1.9797
C -3.8585 -3.7722 -2.6362
C -3.0749 -3.4239 -3.9051
S -2.3115 -1.8222 -3.5907
O -2.8618 -0.8480 -4.4961
O -0.8799 -1.9574 -3.4705
C -3.0334 -1.5712 -1.9694
H -4.6692 -2.6034 -0.9742
H -5.0619 -1.9705 -2.5717
H -3.2223 -4.3355 -1.9505
H -4.7188 -4.3960 -2.8727
H -2.2795 -4.1263 -4.1413
H -3.7191 -3.2893 -4.7719
H -3.2287 -0.5074 -1.8521
H -2.3025 -1.9077 -1.2332
```

HOMO level ... -11.5 eV
Charge ... +1
Orbital gap ... 7.9 eV

Question: Which of these has the lowest orbital gap?
Answer: C19H40BBrN3O7S2